No. 1
The molecule C2H5NO2S in a non-equilibrium geometry. Source: OMol25; level of theory: the ωB97M-V functional and the def2-TZVPD basis.

Output
HOMO-LUMO gap: 9.889 eV
Energy relative to the best compared isomer or geometry (same formula, charge and spin): 219.4 kJ/mol
LUMO energy: 0.6 eV
SMILES: CN(O)C(=O)S

```
! RIJCOSX wB97M-V def2-TZVPD def2/J DEFGRID3
* xyz 0 1
C -0.042 -0.725 0.815
N 0.417 -0.047 -0.395
O 1.257 -0.829 -1.221
C 0.125 1.144 -0.927
O 0.681 1.538 -1.954
S -1.286 1.938 -0.120
H -1.201 -0.689 0.617
H 0.390 -1.672 0.694
H 0.439 -0.198 1.639
H 1.004 -0.388 -2.058
H -1.169 3.138 -0.837
*
```

=====

No. 2
The molecule C3HF3O in a non-equilibrium geometry. Source: OMol25; level of theory: the ωB97M-V functional and the def2-TZVPD basis.

Output
Expectation value of S²: 2.01
HOMO-LUMO gap (alpha / beta): 8.714 / 7.925 eV
Energy relative to the best compared isomer or geometry (same formula, charge and spin): 183.2 kJ/mol
LUMO energy (alpha / beta): 0.8 / -3.5 eV

```
! RIJCOSX wB97M-V def2-TZVPD def2/J DEFGRID3
* xyz 0 3
C -0.246 0.797 -0.530
C 0.770 0.103 0.289
C -0.691 -0.479 0.028
O -0.386 1.782 -1.127
F 1.226 0.504 1.521
F -1.585 -0.820 0.971
F -0.550 -1.414 -0.994
H 1.462 -0.473 -0.158
*
```

=====

No. 3
The ion C7H11Br2FNO2 with charge -1. Source: OMol25; level of theory: the ωB97M-V functional and the def2-TZVPD basis.

Output
HOMO-LUMO gap: 7.396 eV
LUMO energy: 3.0 eV
SMILES: C[C@H](Br)[C@@H](Br)N(CCF)CC(=O)[O-]

```
! RIJCOSX wB97M-V def2-TZVPD def2/J DEFGRID3
* xyz -1 1
C 2.636 -0.747 0.434
C 1.165 -1.019 0.721
Br 1.050 -2.788 1.526
C 0.285 -0.764 -0.537
Br -0.284 -2.392 -1.470
N -0.762 0.173 -0.259
C -0.706 1.344 -1.118
C 0.272 2.350 -0.544
F 0.246 3.537 -1.284
C -2.098 -0.323 0.047
C -2.144 -1.096 1.411
O -1.694 -0.441 2.376
O -2.633 -2.238 1.372
H 3.193 -0.664 1.369
H 3.077 -1.562 -0.143
H 2.762 0.188 -0.121
H 0.765 -0.351 1.481
H 0.934 -0.306 -1.284
H -0.421 1.094 -2.153
H -1.691 1.812 -1.170
H 1.299 1.972 -0.572
H 0.003 2.574 0.490
H -2.719 0.563 0.195
H -2.533 -0.918 -0.766
*
```

=====

No. 4
The molecule C5H9Cl2F in a non-equilibrium geometry. Source: OMol25; level of theory: the ωB97M-V functional and the def2-TZVPD basis.

Output
HOMO-LUMO gap: 11.562 eV
Energy relative to the best compared isomer or geometry (same formula, charge and spin): 0.0 kJ/mol
LUMO energy: 0.7 eV
SMILES: C[C@@H](Cl)[C@@H](Cl)CCF

```
! RIJCOSX wB97M-V def2-TZVPD def2/J DEFGRID3
* xyz 0 1
C 1.523 -1.463 1.320
C 1.379 -0.227 0.458
Cl 1.408 -0.687 -1.273
C 0.157 0.611 0.850
Cl 0.102 2.135 -0.114
C -1.203 -0.073 0.852
C -1.748 -0.591 -0.477
F -3.070 -0.955 -0.254
H 2.470 -1.966 1.098
H 1.497 -1.225 2.407
H 0.688 -2.188 1.141
H 2.264 0.407 0.600
H 0.367 0.951 1.877
H -1.930 0.679 1.222
H -1.133 -0.895 1.600
H -1.702 0.168 -1.262
H -1.212 -1.490 -0.841
*
```

=====

No. 5
A cluster of 2 separate species, HN2O3S in total in a non-equilibrium geometry. Source: OMol25; level of theory: the ωB97M-V functional and the def2-TZVPD basis.

Output
HOMO-LUMO gap: 7.292 eV
Energy relative to the best compared isomer or geometry (same formula, charge and spin): 396.4 kJ/mol
LUMO energy: 4.2 eV

```
! RIJCOSX wB97M-V def2-TZVPD def2/J DEFGRID3
* xyz -1 1
N 1.599 1.806 -0.199
N 0.493 1.693 -0.035
O -0.039 -0.452 -0.944
O -0.662 1.817 0.068
O 0.535 -1.816 1.087
S -0.188 -1.758 -0.195
H -1.738 -1.290 0.217
*
```

=====

No. 6
A structure of composition C35H54IrN5O2S2Sb in a non-equilibrium geometry. Source: OMol25; level of theory: the ωB97M-V functional and the def2-TZVPD basis.

Output
Expectation value of S²: 8.77
HOMO-LUMO gap (alpha / beta): 8.420 / 5.667 eV
LUMO energy (alpha / beta): -4.7 / -7.4 eV

```
! RIJCOSX wB97M-V def2-TZVPD def2/J DEFGRID3
* xyz 2 6
Ir 12.396 12.817 12.868
C 15.190 9.807 14.652
C 14.110 10.706 15.165
N 14.352 11.913 15.527
N 13.252 12.473 16.134
C 12.653 13.495 15.675
S 13.179 14.384 14.194
S 11.170 14.114 16.421
C 10.657 12.769 17.450
C 9.302 12.130 17.285
C 8.865 11.351 18.313
C 7.756 10.531 18.214
C 7.031 10.570 17.006
C 7.404 11.396 16.009
C 8.535 12.204 16.118
C 12.763 10.109 15.330
C 12.508 9.357 16.472
C 11.275 8.731 16.637
C 10.210 8.998 15.759
C 10.495 9.781 14.639
C 11.753 10.295 14.415
O 12.019 10.861 13.180
H 16.174 10.176 14.800
H 15.012 9.506 13.646
H 15.076 8.861 15.191
H 10.751 13.152 18.485
H 11.381 12.004 17.349
H 9.435 11.382 19.218
H 7.516 9.861 19.053
H 6.130 9.986 17.000
H 6.741 11.553 15.175
H 8.880 12.898 15.382
H 13.229 9.173 17.253
H 11.168 8.074 17.538
H 9.210 8.670 15.963
H 9.802 10.093 13.890
C 7.239 14.060 11.031
C 8.714 13.863 10.917
C 9.545 14.205 9.863
C 10.850 13.938 10.280
N 10.834 13.364 11.490
N 9.508 13.335 11.856
C 12.162 14.208 9.566
H 6.676 13.686 10.201
H 7.065 15.152 11.046
H 6.751 13.714 11.994
H 9.306 14.669 8.924
H 9.271 12.992 12.766
H 11.989 14.887 8.777
H 12.550 13.266 9.124
H 12.911 14.658 10.245
C 15.919 11.998 10.231
C 14.993 12.177 11.364
N 15.590 12.186 12.564
O 13.785 12.388 11.157
H 16.636 11.243 10.517
H 16.434 12.931 10.061
H 15.443 11.731 9.284
H 16.563 12.007 12.600
H 15.091 12.325 13.429
C 10.776 11.070 8.015
C 11.605 9.868 8.450
C 13.051 10.203 8.803
C 11.606 8.810 7.382
Sb 10.719 9.017 10.319
C 8.415 8.759 10.297
C 7.938 8.110 11.530
C 8.077 7.976 9.016
C 7.877 10.154 10.163
C 11.845 7.136 10.975
C 10.904 6.295 11.835
C 12.284 6.477 9.686
C 13.027 7.514 11.814
H 11.332 11.580 7.231
H 10.617 11.726 8.814
H 9.789 10.753 7.628
H 13.485 10.574 7.865
H 13.541 9.262 9.079
H 13.210 10.895 9.585
H 11.901 9.279 6.453
H 10.601 8.403 7.230
H 12.314 8.018 7.563
H 8.234 7.076 11.595
H 6.847 8.057 11.496
H 8.175 8.641 12.434
H 8.437 6.967 9.028
H 8.542 8.473 8.140
H 6.981 7.904 8.880
H 8.055 10.818 11.030
H 6.806 10.100 10.006
H 8.243 10.629 9.254
H 10.007 6.007 11.284
H 10.677 6.825 12.762
H 11.448 5.372 12.093
H 11.487 6.215 9.054
H 12.777 5.508 9.882
H 13.042 7.085 9.201
H 12.780 8.132 12.631
H 13.769 8.105 11.259
H 13.488 6.586 12.184
*
```

=====

No. 7
The molecule C4H8N2O2 in a non-equilibrium geometry. Source: OMol25; level of theory: the ωB97M-V functional and the def2-TZVPD basis.

Output
HOMO-LUMO gap: 8.511 eV
Energy relative to the best compared isomer or geometry (same formula, charge and spin): 486.2 kJ/mol
LUMO energy: 0.8 eV
SMILES: CO/C=C\N=C/NO

```
! RIJCOSX wB97M-V def2-TZVPD def2/J DEFGRID3
* xyz 0 1
C 0.566 2.440 1.131
O 1.688 1.802 0.553
C 1.720 0.648 -0.094
C 0.710 -0.189 -0.403
N -0.667 0.060 -0.257
C -1.596 -0.780 -0.402
N -1.563 -2.187 -0.611
O -0.459 -2.684 -1.186
H 1.023 3.278 1.650
H -0.087 2.823 0.293
H -0.020 1.826 1.896
H 2.766 0.343 -0.227
H 1.074 -1.204 -0.622
H -2.626 -0.526 -0.119
H -2.384 -2.388 -1.129
H -0.144 -3.260 -0.473
*
```

=====

No. 8
A cluster of 2 separate species, C7H16S2 in total. Source: OMol25; level of theory: the ωB97M-V functional and the def2-TZVPD basis.

Output
HOMO-LUMO gap: 9.500 eV
Energy relative to the best compared isomer or geometry (same formula, charge and spin): 9.6 kJ/mol
LUMO energy: 0.7 eV
SMILES: C1CSCS1.CCCC

```
! RIJCOSX wB97M-V def2-TZVPD def2/J DEFGRID3
* xyz 0 1
C 3.201 0.726 -1.375
C 1.900 0.776 -2.157
S 0.892 2.147 -1.511
C 1.724 2.275 0.113
S 2.774 0.834 0.375
H 3.748 -0.223 -1.539
H 3.875 1.556 -1.661
H 1.347 -0.178 -2.064
H 2.074 0.960 -3.235
H 2.312 3.213 0.156
H 0.968 2.314 0.921
C -2.169 -1.584 -0.974
C -1.520 -1.595 0.410
C -2.025 -0.462 1.301
C -1.376 -0.473 2.685
H -1.786 -2.411 -1.595
H -1.953 -0.631 -1.486
H -3.263 -1.692 -0.880
H -1.729 -2.561 0.907
H -0.422 -1.502 0.303
H -1.816 0.504 0.804
H -3.123 -0.555 1.408
H -0.282 -0.365 2.591
H -1.592 -1.426 3.197
H -1.759 0.354 3.306
*
```

=====

No. 9
A structure of composition C32H29ClN6O3SSr in a non-equilibrium geometry. Source: OMol25; level of theory: the ωB97M-V functional and the def2-TZVPD basis.

Output
HOMO-LUMO gap: 5.959 eV
Energy relative to the best compared isomer or geometry (same formula, charge and spin): 0.0 kJ/mol
LUMO energy: 4.2 eV

```
! RIJCOSX wB97M-V def2-TZVPD def2/J DEFGRID3
* xyz -2 1
Sr 0.015 -1.168 -0.750
C -2.195 2.433 1.901
C -1.376 3.506 2.159
C -0.067 3.491 1.652
C 0.414 2.328 1.033
N -0.388 1.288 0.798
C -1.647 1.368 1.157
C 1.873 2.233 0.648
C 2.280 3.192 -0.260
C 3.516 3.032 -0.817
C 4.327 2.046 -0.324
C 3.837 1.162 0.660
N 2.586 1.183 1.096
H -3.248 2.393 2.094
H -1.810 4.325 2.738
H 0.592 4.311 1.804
H -2.357 0.528 1.007
H 1.724 4.063 -0.564
H 3.778 3.746 -1.608
H 5.292 1.859 -0.793
H 4.400 0.283 0.957
Cl -2.530 4.945 -4.847
C -1.522 3.577 -4.233
C -2.189 2.468 -3.642
C -1.350 1.427 -3.128
C 0.098 1.406 -3.187
O 0.735 0.396 -2.735
C 0.704 2.578 -3.844
C 2.140 2.833 -4.104
O 3.080 2.174 -3.770
C -0.156 3.631 -4.309
H -3.266 2.419 -3.507
H -1.852 0.564 -2.743
H 2.278 3.861 -4.576
H 0.240 4.618 -4.748
C -0.405 -0.708 5.470
C 0.951 -1.023 5.456
C 1.573 -1.629 4.346
C 0.786 -1.897 3.214
C -0.579 -1.592 3.241
C -1.148 -0.969 4.329
N 1.288 -2.316 1.924
N 2.545 -2.397 1.842
C 3.028 -2.836 0.582
C 4.398 -3.251 0.663
C 4.995 -3.808 -0.452
C 4.130 -4.049 -1.511
C 2.862 -3.514 -1.629
C 2.240 -2.820 -0.551
H -0.902 -0.218 6.323
H 1.650 -0.689 6.224
H 2.652 -1.904 4.291
H -1.159 -1.806 2.329
H -2.149 -0.584 4.239
H 4.945 -3.108 1.582
H 5.968 -4.262 -0.519
H 4.536 -4.636 -2.361
H 2.297 -3.689 -2.558
O -2.043 -1.398 0.535
C -5.253 -0.681 -0.727
N -3.831 -0.301 -0.422
C -3.040 -1.663 -0.353
S -2.369 -2.363 -1.987
N -3.860 -2.763 0.425
C -4.547 -3.809 -0.419
H -5.621 -1.241 0.204
H -5.385 -1.382 -1.613
H -5.950 0.175 -0.962
H -3.521 0.003 -1.293
H -2.994 -3.064 0.797
H -5.631 -3.913 -0.177
H -4.107 -4.760 -0.247
H -4.309 -3.635 -1.450
*
```

=====

No. 10
A cluster of 2 separate species, C5H14NO in total in a non-equilibrium geometry. Source: OMol25; level of theory: the ωB97M-V functional and the def2-TZVPD basis.

Output
HOMO-LUMO gap: 10.469 eV
Energy relative to the best compared isomer or geometry (same formula, charge and spin): 298.7 kJ/mol
LUMO energy: -3.6 eV

```
! RIJCOSX wB97M-V def2-TZVPD def2/J DEFGRID3
* xyz 1 1
C -1.136 0.189 1.537
C -1.181 -1.043 0.603
C -0.503 -0.754 -0.782
C 0.940 -0.368 -0.740
C 1.701 0.746 -0.851
N 1.733 -1.534 -0.065
H -1.396 -0.106 2.533
H -1.913 0.924 1.280
H -0.046 0.564 1.428
H -2.264 -1.337 0.530
H -0.695 -1.961 1.093
H -0.688 -1.768 -1.247
H -1.004 -0.033 -1.413
H 2.430 1.108 -0.225
H 1.303 1.632 -1.520
H 1.380 -2.450 0.335
H 2.144 -1.147 0.757
H 2.407 -1.861 -0.825
H -1.665 3.040 -1.307
H -0.754 3.348 -0.160
O -0.794 2.813 -0.961
*
```

=====

No. 11
A cluster of 2 separate species, C3H2F3N in total in a non-equilibrium geometry. Source: OMol25; level of theory: the ωB97M-V functional and the def2-TZVPD basis.

Output
HOMO-LUMO gap (alpha / beta): 9.980 / 7.318 eV
Energy relative to the best compared isomer or geometry (same formula, charge and spin): 437.9 kJ/mol
LUMO energy (alpha / beta): 0.1 / -1.8 eV

```
! RIJCOSX wB97M-V def2-TZVPD def2/J DEFGRID3
* xyz 0 1
C 1.106 1.072 -0.385
C -0.088 0.386 0.051
C 4.046 -0.115 -0.022
N 0.395 1.850 0.254
F 4.203 0.574 1.048
F 4.398 -1.427 0.068
F 4.400 0.504 -1.109
H -0.977 0.198 -0.626
H -0.013 -0.398 0.899
*
```

=====

No. 12
A structure of composition C37H33I2N2OP2PdS. Source: OMol25; level of theory: the ωB97M-V functional and the def2-TZVPD basis.

Output
HOMO-LUMO gap: 6.983 eV
Energy relative to the best compared isomer or geometry (same formula, charge and spin): 0.0 kJ/mol
LUMO energy: -2.8 eV

```
! RIJCOSX wB97M-V def2-TZVPD def2/J DEFGRID3
* xyz 1 1
Pd 1.136 1.151 0.061
I 0.888 6.058 1.764
C 2.492 4.943 1.065
C 3.772 5.523 0.992
C 4.852 4.823 0.527
I 6.710 5.765 0.455
C 4.689 3.480 0.102
C 5.715 2.655 -0.407
C 5.443 1.372 -0.798
C 4.135 0.887 -0.684
N 3.154 1.624 -0.210
C 3.398 2.913 0.185
C 2.268 3.638 0.673
O 1.091 3.060 0.724
H 3.894 6.548 1.314
H 6.718 3.051 -0.486
H 6.217 0.730 -1.192
H 3.887 -0.123 -0.988
C -4.837 -1.964 2.255
S -4.973 -2.246 0.479
C -3.632 -3.442 0.246
C -2.242 -2.837 0.415
C -1.906 -1.873 -0.719
N -0.874 -0.889 -0.378
P -1.030 0.648 0.319
C -2.181 1.649 -0.618
C -1.700 2.788 -1.262
C -2.564 3.560 -2.026
C -3.895 3.192 -2.151
C -4.378 2.061 -1.502
C -3.528 1.292 -0.726
C -1.665 0.481 1.991
C -1.076 -0.471 2.826
C -1.478 -0.578 4.145
C -2.457 0.277 4.642
C -3.025 1.239 3.823
C -2.629 1.347 2.496
P 0.781 -0.917 -0.715
C 1.548 -2.314 0.112
C 2.323 -2.075 1.246
C 2.867 -3.139 1.952
C 2.633 -4.439 1.529
C 1.861 -4.683 0.399
C 1.321 -3.625 -0.312
C 0.960 -1.179 -2.485
C 2.040 -1.885 -3.013
C 2.200 -1.978 -4.387
C 1.285 -1.371 -5.235
C 0.210 -0.663 -4.713
C 0.050 -0.558 -3.342
H -5.666 -1.315 2.533
H -3.905 -1.468 2.528
H -4.933 -2.903 2.799
H -3.768 -3.845 -0.760
H -3.780 -4.267 0.943
H -1.490 -3.629 0.469
H -2.201 -2.306 1.366
H -2.803 -1.326 -1.015
H -1.568 -2.417 -1.605
H -0.664 3.082 -1.140
H -2.196 4.451 -2.517
H -4.566 3.794 -2.750
H -5.419 1.783 -1.594
H -3.919 0.422 -0.207
H -0.306 -1.131 2.441
H -1.026 -1.321 4.789
H -2.769 0.195 5.675
H -3.777 1.912 4.213
H -3.068 2.106 1.862
H 2.499 -1.056 1.573
H 3.472 -2.952 2.829
H 3.057 -5.269 2.080
H 1.685 -5.699 0.072
H 0.731 -3.818 -1.201
H 2.752 -2.370 -2.355
H 3.036 -2.529 -4.796
H 1.409 -1.449 -6.307
H -0.501 -0.188 -5.375
H -0.783 0.007 -2.936
*
```

=====

- Which formula does entry 6 have?
  C35H54IrN5O2S2Sb

=====

- Which formula does entry 10 have?
  C5H14NO

=====

- Number 11 is which compound?
  C3H2F3N